Record 1
This record from OMol25 describes C50H112N6O4P as an isolated structure. The level of theory is ωB97M-V/def2-TZVPD.

Properties
Net charge: +3
Gap between HOMO and LUMO: 8.8 eV
Relative energy (zero: lowest compared OMol25 entry of this formula, charge and spin): 8146.8 kJ/mol

Each line ends with the Löwdin charge.
Geometry (Å):
P  5.26  13.85  10.68  0.543
O  4.82  12.80  11.73  -0.440
O  5.78  13.02  9.43  -0.536
O  6.45  14.72  11.31  -0.367
O  4.05  14.76  10.24  -0.553
N  7.90  15.09  8.88  -0.063
N  3.83  15.73  8.18  -0.079
N  6.85  12.57  13.13  -0.028
N  2.88  12.12  10.23  -0.064
N  7.06  10.82  9.18  -0.047
N  4.21  16.06  12.36  -0.034
C  3.93  14.21  7.98  -0.126
C  4.92  13.58  14.44  -0.104
C  10.15  13.54  11.78  -0.061
C  4.89  9.45  12.27  -0.176
C  4.96  18.05  11.30  -0.183
C  6.65  11.76  8.04  -0.073
C  1.87  13.11  13.68  -0.162
C  7.71  12.05  7.01  -0.145
C  4.86  11.22  14.13  -0.162
C  6.52  14.57  6.86  -0.149
C  3.95  12.44  14.14  -0.189
C  6.04  9.54  11.21  -0.091
C  3.46  14.73  12.40  -0.161
C  7.60  16.51  9.43  0.014
C  7.60  9.50  8.57  -0.038
C  8.98  13.27  14.52  -0.248
C  8.32  10.80  6.37  -0.150
C  3.72  16.26  6.77  -0.105
C  8.73  15.05  7.61  -0.084
C  2.77  10.03  13.65  -0.077
C  4.01  18.48  12.36  -0.108
C  5.91  11.33  13.04  -0.156
C  7.45  12.81  11.70  -0.138
C  1.79  11.45  9.40  -0.047
C  8.19  11.52  10.00  -0.034
C  3.73  11.43  8.09  -0.129
C  7.91  12.19  14.21  -0.041
C  9.73  12.87  15.76  -0.086
C  2.26  11.66  7.97  -0.121
C  2.43  13.45  10.78  -0.013
C  3.33  11.14  11.40  -0.092
C  2.54  16.03  9.06  0.086
C  8.71  9.70  7.42  -0.107
C  6.55  14.46  8.35  -0.208
C  5.07  17.89  8.95  -0.160
C  5.79  10.65  10.11  -0.062
C  4.12  12.27  9.27  -0.267
C  6.44  18.43  9.31  -0.117
C  2.23  10.79  12.43  -0.121
C  3.10  15.19  5.99  -0.123
C  2.54  14.43  13.62  -0.116
C  8.36  14.02  9.92  -0.158
C  5.02  16.38  8.88  -0.207
C  5.53  15.90  13.30  0.031
C  4.69  16.56  11.00  -0.215
C  3.91  13.97  6.42  -0.101
C  6.00  13.87  13.42  -0.197
C  3.27  17.25  12.74  -0.053
C  9.84  14.22  10.39  -0.112
C  7.80  15.34  6.41  -0.049
H  5.17  10.97  15.15  0.165
H  9.88  11.81  15.98  0.094
H  9.96  12.47  11.76  0.083
H  5.46  14.22  12.54  0.043
H  6.06  15.11  12.76  -0.021
H  9.54  15.78  7.55  0.145
H  5.03  11.93  9.76  -0.020
H  7.30  17.20  8.64  0.050
H  7.69  14.24  10.76  0.018
H  6.59  13.37  8.43  -0.009
H  5.58  16.07  10.62  0.063
H  9.51  14.00  12.54  0.046
H  6.96  9.69  11.78  0.100
H  8.88  8.80  6.82  0.121
H  3.18  12.51  14.91  0.147
H  2.76  15.56  10.02  0.060
H  1.00  13.03  13.03  0.111
H  7.76  8.64  9.22  0.126
H  5.76  14.75  9.05  0.081
H  8.55  16.71  9.93  0.142
H  3.23  13.13  6.23  0.107
H  9.77  13.14  13.79  0.052
H  6.51  10.43  12.91  0.110
H  4.35  14.51  14.42  0.042
H  4.55  18.86  13.23  0.134
H  2.37  16.97  12.19  0.140
H  4.80  18.29  7.98  0.140
H  6.00  18.16  11.61  0.126
H  9.70  9.94  7.81  0.106
H  9.15  14.06  7.44  0.107
H  5.27  13.64  15.47  0.163
H  3.95  10.38  8.28  0.137
H  2.43  12.23  13.36  -0.026
H  5.32  11.47  12.13  0.046
H  3.24  14.62  14.43  0.089
H  2.03  15.03  6.12  0.136
H  2.09  12.70  7.69  0.104
H  5.24  15.62  14.30  0.112
H  4.63  10.42  12.69  -0.012
H  8.54  12.61  7.44  0.098
H  5.13  8.78  13.10  0.148
H  8.45  10.80  10.78  0.134
H  4.25  10.36  13.86  0.007
H  4.15  11.75  7.14  0.113
H  6.36  12.72  8.49  -0.102
H  7.37  12.66  6.16  0.113
H  4.98  18.66  10.40  0.045
H  4.86  13.78  5.91  0.110
H  8.24  12.99  9.60  0.034
H  7.58  16.40  6.38  0.115
H  8.47  11.35  13.80  0.140
H  10.51  13.89  9.59  0.112
H  5.63  11.68  10.44  0.072
H  8.69  14.32  14.45  0.123
H  6.41  19.50  9.52  0.144
H  4.42  18.34  9.70  0.082
H  5.81  15.96  8.25  0.091
H  3.21  15.28  4.91  0.144
H  1.42  13.44  11.20  0.149
H  1.68  15.53  8.60  0.129
H  7.99  13.76  11.76  0.097
H  6.75  17.97  10.25  0.066
H  3.26  10.70  14.37  0.064
H  7.44  11.94  15.16  0.134
H  7.61  10.41  5.63  0.124
H  6.39  13.59  6.40  0.081
H  4.28  13.33  9.08  0.020
H  9.15  11.77  9.56  0.146
H  3.55  12.47  13.13  0.080
H  1.74  11.06  7.22  0.145
H  4.95  14.00  8.32  0.081
H  6.08  8.57  10.72  0.123
H  3.24  13.64  8.60  0.095
H  5.58  15.06  6.65  0.071
H  2.26  17.08  9.06  0.131
H  1.97  9.57  14.24  0.130
H  5.14  15.87  9.84  -0.013
H  10.09  15.28  10.50  0.110
H  3.28  19.24  12.08  0.139
H  0.79  11.78  9.69  0.143
H  9.19  13.29  16.61  0.085
H  1.74  15.17  13.68  0.138
H  3.03  17.10  6.92  0.142
H  5.73  11.37  7.60  0.133
H  1.88  10.38  9.63  0.134
H  3.99  9.07  11.79  0.107
H  1.93  11.77  12.81  -0.003
H  8.13  11.97  11.59  0.075
H  6.71  9.13  8.05  0.129
H  7.79  12.43  10.44  -0.017
H  4.92  10.33  9.53  0.112
H  6.20  16.76  13.26  0.136
H  6.87  16.34  10.21  0.083
H  3.19  13.84  11.45  -0.021
H  4.25  13.98  12.32  0.043
H  4.69  16.59  6.41  0.144
H  7.21  18.32  8.55  0.103
H  6.60  12.75  11.02  0.085
H  3.03  17.22  13.80  0.141
H  3.75  10.27  10.88  0.099
H  2.45  14.08  9.89  0.099
H  1.41  10.26  11.97  0.138
H  9.27  11.12  5.96  0.122
H  4.22  11.65  11.77  -0.003
H  3.79  16.47  10.40  0.104
H  2.91  14.59  11.47  0.034
H  11.21  13.65  12.04  0.109
H  10.72  13.33  15.75  0.091
H  6.68  14.63  13.80  0.132
H  1.44  12.99  14.67  0.147
H  8.22  15.15  5.42  0.135
H  3.40  9.21  13.30  0.075

Record 2
This record from OMol25 describes a 10-piece molecular cluster, C50H115N5O5 overall. The level of theory is ωB97M-V/def2-TZVPD.

Properties
SMILES: CCN(CC)CC.CCN(CC)CC.CCN(CC)CC.CCN(CC)CC.CCN(CC)CC.C1CCOC1.C1CCOC1.C1CCOC1.C1CCOC1.C1CCOC1
Gap between HOMO and LUMO: 8.8 eV
Relative energy (zero: lowest compared OMol25 entry of this formula, charge and spin): 185.6 kJ/mol

Each line ends with the Löwdin charge.
Geometry (Å):
O  8.17  3.39  5.14  -0.156
O  9.77  -1.27  -6.63  -0.137
O  -13.06  0.33  -0.46  -0.172
O  -8.37  1.71  -10.24  -0.114
O  5.61  10.81  4.16  -0.165
N  3.49  9.63  -5.89  -0.182
N  0.61  1.46  -0.55  -0.167
N  -7.30  -8.65  1.30  -0.194
N  -4.02  -0.93  6.09  -0.178
N  3.58  -9.55  2.56  -0.197
C  4.59  -9.05  3.51  -0.248
C  0.89  3.76  0.48  -0.102
C  3.68  10.66  -6.96  -0.254
C  0.24  2.90  -0.56  -0.290
C  10.96  -1.54  -5.90  -0.217
C  -5.05  -7.41  1.01  -0.080
C  7.59  11.29  5.45  -0.163
C  -10.90  -0.71  -0.61  -0.128
C  -1.67  -1.74  5.90  -0.071
C  2.38  -10.05  3.27  -0.249
C  1.55  -11.06  2.41  -0.081
C  -7.97  -9.96  1.62  -0.220
C  -8.23  1.83  -8.86  -0.225
C  2.66  -0.05  -0.73  -0.089
C  -11.50  -0.70  0.85  -0.147
C  6.12  11.85  4.95  -0.174
C  2.22  9.76  -5.22  -0.263
C  4.57  9.63  -4.96  -0.290
C  -6.76  1.53  -8.62  -0.144
C  4.91  10.45  -7.76  -0.105
C  -6.52  0.42  -9.67  -0.173
C  7.38  1.25  4.48  -0.157
C  -1.62  0.82  -1.64  -0.088
C  8.81  -2.40  -6.54  -0.155
C  6.52  9.69  4.04  -0.162
C  4.52  -8.08  0.65  -0.078
C  -12.17  -0.21  -1.43  -0.189
C  -5.08  -0.25  5.33  -0.242
C  -9.33  -10.20  0.90  -0.087
C  -2.79  -0.77  5.41  -0.312
C  10.94  -3.01  -5.91  -0.239
C  -13.05  -0.47  0.72  -0.186
C  -4.90  1.20  4.82  -0.090
C  8.71  1.54  3.78  -0.210
C  9.56  -3.39  -5.77  -0.236
C  -7.50  0.76  -10.76  -0.254
C  3.28  -8.55  1.45  -0.223
C  -7.46  -7.45  3.57  -0.077
C  7.45  2.24  5.68  -0.168
C  2.08  1.41  -0.83  -0.231
C  -5.87  -8.66  1.36  -0.292
C  8.82  3.02  3.90  -0.219
C  4.06  -7.95  4.47  -0.085
C  1.08  9.31  -6.19  -0.072
C  -0.09  0.71  -1.59  -0.282
C  -4.72  -1.39  8.34  -0.107
C  7.94  10.29  4.40  -0.186
C  -3.93  -0.43  7.50  -0.241
C  -7.85  -7.54  2.09  -0.274
C  4.82  10.90  -4.15  -0.076
H  2.64  -10.56  4.19  0.114
H  0.23  1.09  -2.56  0.102
H  11.82  -1.03  -6.34  0.124
H  8.82  1.12  2.78  0.117
H  7.44  0.22  4.84  0.108
H  2.65  -7.78  1.90  0.097
H  -2.34  0.22  5.36  0.105
H  0.93  8.23  -6.11  0.066
H  4.87  10.85  -8.77  0.075
H  -8.42  2.87  -8.61  0.119
H  2.06  -12.00  2.16  0.067
H  -6.29  2.44  -8.99  0.114
H  0.87  3.32  1.48  0.086
H  -13.65  -1.38  0.65  0.110
H  5.53  10.69  -3.35  0.073
H  3.74  -0.03  -0.57  0.060
H  -1.92  0.45  -0.66  0.073
H  -1.99  -2.76  5.69  0.070
H  9.50  -4.45  -6.03  0.127
H  1.77  -9.15  3.40  0.101
H  2.05  9.18  -4.31  0.112
H  5.12  11.67  -4.87  0.063
H  7.84  -2.19  -6.08  0.121
H  0.59  -11.32  2.85  0.064
H  0.25  -0.33  -1.67  0.105
H  -2.99  -0.11  7.94  0.115
H  2.65  2.07  -0.17  0.098
H  -0.76  -1.52  5.34  0.065
H  3.85  11.66  -6.56  0.100
H  6.47  9.31  3.02  0.110
H  -4.45  -2.43  8.51  0.072
H  -5.17  -0.84  4.41  0.109
H  -2.06  1.81  -1.80  0.065
H  -7.31  -10.73  1.22  0.100
H  -6.41  -7.14  3.56  0.064
H  4.23  -7.47  -0.20  0.068
H  -5.49  0.41  -10.04  0.107
H  -11.07  0.14  1.39  0.098
H  -5.68  1.47  4.11  0.067
H  8.15  3.26  3.07  0.111
H  5.14  -7.52  1.35  0.055
H  2.53  -8.99  0.79  0.089
H  -8.10  -10.17  2.68  0.100
H  -2.96  -0.91  4.35  0.111
H  -5.62  -9.48  0.69  0.109
H  6.24  8.87  4.70  0.110
H  -10.04  -0.05  -0.73  0.095
H  -13.44  0.08  1.58  0.114
H  -9.47  -9.47  0.10  0.065
H  -7.00  1.04  -11.69  0.117
H  1.90  4.08  0.23  0.065
H  4.98  -9.94  4.02  0.108
H  9.54  1.16  4.38  0.111
H  6.43  2.54  5.95  0.114
H  -5.63  -1.63  7.79  0.062
H  5.42  -8.64  2.94  0.086
H  0.16  9.84  -5.93  0.066
H  -3.97  -7.52  1.13  0.071
H  0.30  4.67  0.47  0.075
H  5.48  9.30  -5.46  0.106
H  -5.27  -6.48  1.55  0.061
H  10.87  -1.09  -4.92  0.116
H  -8.03  -6.64  4.02  0.071
H  -10.26  -10.18  1.47  0.062
H  3.57  -7.15  3.91  0.059
H  -7.62  -6.68  1.47  0.107
H  3.97  11.27  -3.57  0.065
H  -4.02  1.21  4.17  0.058
H  -2.00  0.11  -2.38  0.070
H  -5.20  -7.19  -0.05  0.072
H  11.69  -3.37  -5.20  0.126
H  2.22  1.70  -1.87  0.105
H  3.20  -8.26  5.07  0.059
H  0.19  3.30  -1.57  0.119
H  5.12  -8.87  0.20  0.076
H  2.45  -0.66  -1.60  0.058
H  1.38  -10.57  1.46  0.047
H  -8.94  -7.54  2.08  0.107
H  8.36  12.01  5.74  0.102
H  5.83  10.81  -7.30  0.069
H  8.30  10.86  3.55  0.108
H  -5.08  -0.91  9.25  0.071
H  9.80  3.48  3.79  0.124
H  -6.04  -0.34  5.85  0.108
H  5.47  12.07  5.79  0.108
H  8.66  9.54  4.74  0.110
H  9.36  -3.36  -4.70  0.123
H  6.31  12.69  4.27  0.106
H  4.86  -7.44  5.00  0.069
H  -4.55  0.47  7.60  0.102
H  7.36  10.72  6.35  0.097
H  -9.22  -11.12  0.33  0.059
H  -10.65  -1.64  -1.12  0.093
H  -11.93  0.55  -2.18  0.110
H  1.37  9.49  -7.23  0.052
H  6.50  1.53  3.91  0.112
H  -6.72  -0.59  -9.32  0.107
H  8.08  1.81  6.46  0.113
H  -7.98  -0.16  -11.09  0.111
H  5.14  9.39  -7.87  0.078
H  2.07  10.74  -4.76  0.100
H  2.28  -0.54  0.17  0.071
H  8.68  -2.87  -7.51  0.119
H  4.41  8.78  -4.30  0.113
H  2.77  10.84  -7.53  0.105
H  -0.82  3.00  -0.34  0.098
H  -1.39  -1.60  6.95  0.061
H  -4.93  2.02  5.53  0.067
H  -5.55  -9.04  2.33  0.105
H  -11.24  -1.58  1.45  0.095
H  -7.83  -8.34  4.08  0.071
H  -12.73  -0.96  -1.99  0.108
H  11.33  -3.33  -6.88  0.126
H  -6.39  1.23  -7.63  0.113
H  -8.95  1.20  -8.33  0.120

Number 1: E_HOMO -14.67 eV, E_LUMO -5.83 eV. Number 2: E_HOMO -8.20 eV, E_LUMO 0.56 eV.